14
Properties=species:S:1:pos:R:3:nbo_charge:R:1 method="wB97M-V/def2-TZVPD" relative_energy_kcal_mol=0.6 e_tot_ha=-233.38601 smiles="C1=CCC=CC1" homo_energy_ha=-0.3258
C -0.238 -0.969 -1.103 -0.480
H -0.537 1.241 1.935 0.218
H 0.667 -2.398 0.377 0.205
H -1.155 -1.551 -1.304 0.219
H -0.905 0.874 -2.168 0.205
H 0.998 -0.853 2.126 0.200
H 0.426 -1.278 -1.940 0.216
C 0.186 0.974 1.125 -0.480
C 0.537 -0.501 1.206 -0.177
H 1.067 1.573 1.360 0.218
C -0.514 0.494 -1.224 -0.182
C -0.338 1.359 -0.237 -0.180
H -0.580 2.408 -0.373 0.202
C 0.386 -1.373 0.220 -0.184

---

22
Properties=species:S:1:pos:R:3:nbo_charge:R:1 method="wB97M-V/def2-TZVPD" relative_energy_kcal_mol=57.1 e_tot_ha=-437.76315 smiles="CC(=O)[C@](C)(N)N(C)N" homo_energy_ha=-0.3172
H 1.216 2.004 0.386 0.383
H 2.639 0.316 0.027 0.336
H -1.720 -0.717 1.224 0.205
C -0.285 0.423 -1.179 0.583
C -1.460 0.345 1.145 -0.613
N 2.229 0.208 0.957 -0.681
H -0.272 2.587 0.059 0.357
C 0.946 -1.675 0.244 -0.435
C -0.153 0.561 0.375 0.152
H -1.234 -0.761 -2.682 0.241
H 1.493 -2.390 0.869 0.206
H -2.302 0.855 0.663 0.205
N 0.235 1.953 0.668 -0.809
H -2.284 0.475 -1.932 0.245
H 1.457 -1.624 -0.726 0.177
H -1.390 0.725 2.173 0.244
C -1.503 -0.266 -1.745 -0.736
O 0.572 0.876 -1.953 -0.563
H -0.049 -2.102 0.087 0.198
H -1.878 -1.036 -1.069 0.222
N 0.886 -0.368 0.910 -0.281
H 2.858 -0.389 1.499 0.364

---

41
Properties=species:S:1:pos:R:3:nbo_charge:R:1 method="wB97M-V/def2-TZVPD" e_tot_ha=-1802.68624 charge=-1 homo_energy_ha=-0.1178
H -2.211 2.441 -2.803 0.212
N 4.122 0.534 0.864 0.505
N 1.802 -0.214 -4.008 -0.153
C -2.712 1.631 -0.867 -0.049
N 0.630 -1.074 -2.183 0.414
O 0.923 -1.828 2.218 -0.529
C -3.746 1.403 0.059 -0.196
N -1.155 0.311 0.377 -0.360
H 0.728 0.588 1.294 0.179
O 0.769 -1.096 -3.594 -0.182
C 1.639 -0.256 -1.687 -0.051
H 2.379 -2.948 4.538 0.204
O -1.343 -1.834 2.129 -0.631
C 3.893 1.175 -1.504 0.123
O 5.210 1.150 0.888 -0.433
O 3.668 -0.078 1.859 -0.406
H -0.543 1.598 -1.153 0.142
H 2.959 -3.128 2.856 0.230
C -0.276 -1.315 1.851 0.735
C 3.360 0.521 -0.347 -0.109
H -5.831 1.725 0.543 0.215
C 2.164 -3.398 3.560 -0.631
H 2.162 -4.481 3.712 0.202
H 1.804 -0.836 0.383 0.300
C -3.011 2.297 -2.078 -0.207
C 0.794 -2.979 3.083 -0.070
H -3.516 0.858 0.972 0.241
H 0.310 -3.783 2.512 0.184
C -0.141 -0.055 1.072 -0.211
C -1.369 1.185 -0.551 -0.077
O -0.206 -1.765 -1.630 -0.348
Cl -6.905 3.093 -1.708 -0.022
C -5.039 1.869 -0.186 -0.230
H -4.547 3.244 -3.277 0.215
H 0.155 -2.696 3.930 0.188
C -4.304 2.738 -2.345 -0.237
C 2.182 -0.221 -0.425 -0.140
C -5.317 2.529 -1.394 -0.079
N 3.425 1.013 -2.739 -0.463
H 4.771 1.811 -1.374 0.222
C 2.319 0.271 -2.846 0.303

---

52
Properties=species:S:1:pos:R:3:nbo_charge:R:1 method="wB97M-V/def2-TZVPD" relative_energy_kcal_mol=98.5 e_tot_ha=-1131.34114 charge=-1 homo_energy_ha=-0.2116
H 2.702 2.021 -0.260 0.125
H 4.037 0.919 0.761 -0.031
H -0.598 1.433 -2.277 0.224
H -0.381 1.133 -4.159 0.485
H -2.624 -2.312 -1.221 0.203
H 4.308 0.706 0.083 0.033
H 1.181 -0.690 -2.745 0.520
H 2.542 -1.656 1.895 0.514
C -2.039 -0.237 -0.878 -0.417
O -1.772 1.088 3.355 -0.921
H -2.118 2.638 1.332 0.453
O 2.205 3.316 1.092 -0.547
H 1.993 -0.355 -1.116 0.465
H 0.920 2.358 -1.822 0.188
H -0.586 2.774 -1.044 0.170
O 2.108 -1.237 -1.514 -1.057
H 0.797 -1.170 3.555 0.518
H -0.850 0.858 3.534 0.525
H -4.249 0.724 0.302 0.480
H 3.054 -2.936 0.554 0.445
H 2.116 -1.776 -0.586 0.511
H -2.255 -2.124 0.352 0.202
O -4.562 0.183 1.055 -0.956
N 0.200 0.892 -0.443 -0.482
H 1.488 -3.544 -0.436 0.508
O 0.405 -0.486 4.128 -0.984
C -0.644 -0.314 -0.253 -0.203
H 2.925 -0.180 1.877 0.451
O 2.181 -2.550 0.660 -1.175
H -0.620 -0.486 0.818 0.195
C 0.787 1.421 0.747 -0.335
H -1.938 -0.230 -1.966 0.205
H 1.096 0.150 4.309 0.483
H 1.146 -1.321 -4.260 0.474
H 2.127 -3.409 -1.882 0.462
H 0.161 2.055 1.500 0.152
O 1.553 -3.967 -1.363 -1.021
H -0.155 -1.151 -0.809 0.221
H -2.315 1.501 2.277 0.459
C -2.701 -1.589 -0.465 -0.620
C 1.905 2.364 0.403 0.420
H -2.359 0.347 3.481 0.495
H -3.720 -1.328 -0.170 0.232
O 2.686 -0.863 2.512 -1.034
O -2.778 1.973 1.558 -1.026
H -4.602 0.869 1.729 0.478
H 1.203 0.700 1.461 0.254
H -2.625 0.631 -0.607 0.197
C -0.050 1.907 -1.459 -0.414
O -1.122 1.233 -4.774 -0.955
O 0.864 -0.607 -3.692 -1.037
H -1.025 0.324 -5.129 0.468

---

76
Properties=species:S:1:pos:R:3:lowdin_charge:R:1 method="wB97M-V/def2-TZVPD" relative_energy_kcal_mol=0.0 e_tot_ha=-2516.80315 charge=+2 homo_energy_ha="-0.4622 / -0.4622"
C 0.750 1.794 3.531 -0.071
H 2.775 -0.238 -1.053 0.080
H -0.649 2.840 -3.193 0.095
C 1.321 1.837 0.811 -0.159
H 2.116 -4.817 -2.319 0.118
H 4.390 -2.339 -0.078 0.135
Si 0.151 -0.653 0.258 0.185
C -0.281 -0.471 -2.540 -0.111
H -0.821 -5.035 3.479 0.122
H 2.473 -0.918 3.597 0.132
H -1.576 0.662 0.029 -0.042
C 3.308 -1.186 1.529 -0.179
C 2.012 -0.185 -1.827 -0.135
H 0.959 -6.025 -0.895 0.149
H 2.243 3.743 1.170 0.120
H -1.790 3.391 -5.332 0.110
H 2.755 -3.177 -1.930 0.105
H 1.916 3.620 3.647 0.119
H -5.571 2.232 -3.603 0.110
H -3.156 6.781 0.477 0.114
H -4.018 3.913 3.574 0.108
C -3.010 3.144 1.822 -0.116
H 3.512 -4.635 -1.203 0.109
H 0.356 -3.743 3.949 0.111
C 3.855 -2.344 0.865 -0.176
H 1.578 1.840 -0.252 0.088
C 2.369 0.197 -3.117 -0.064
O 1.656 -4.088 -0.419 -0.352
C 1.399 0.288 -4.115 -0.048
H 4.209 -4.437 1.632 0.141
H 1.671 0.613 -5.118 0.120
C -3.653 5.452 2.114 -0.072
H -0.683 0.013 -4.599 0.121
H 0.566 1.754 4.603 0.112
H 0.898 -5.447 3.765 0.119
C 0.242 0.788 2.705 -0.134
C -3.604 4.140 2.590 -0.082
C 2.851 -1.588 2.834 -0.147
C 2.574 -4.194 -1.541 0.002
H -2.937 2.122 2.214 0.095
H 3.354 -0.169 1.166 0.117
H 3.025 -3.561 3.904 0.135
H -0.371 -0.016 3.120 0.101
C -3.851 2.009 -2.331 -0.092
C 3.742 -3.463 1.770 -0.140
H 0.789 -6.379 1.410 0.151
Hf 1.608 -2.736 1.221 1.553
C -2.376 3.028 -4.483 -0.082
C 0.590 -5.136 -0.372 -0.072
C 0.666 -0.461 -1.510 -0.355
Cl -1.528 -1.915 0.458 0.333
H -1.312 -0.744 -2.321 0.098
Si -1.678 2.143 -0.510 0.767
H -2.161 4.990 -0.903 0.110
H 3.406 0.430 -3.335 0.114
H -4.085 6.247 2.725 0.112
C -3.760 2.886 -4.591 -0.071
C 3.110 -2.994 2.982 -0.161
C -2.569 4.745 0.082 -0.094
C 1.500 2.849 2.994 -0.050
C 0.208 -5.512 1.068 -0.089
O 0.495 -4.409 1.994 -0.379
C 0.078 -0.056 -3.823 -0.061
H -0.878 -5.725 1.141 0.162
C 0.549 0.792 1.339 -0.419
C -3.134 5.757 0.857 -0.069
C -1.729 2.714 -3.290 -0.130
C -2.474 2.245 -2.192 -0.340
H -0.360 2.729 -0.765 0.016
H -4.403 1.590 -1.495 0.104
H -4.270 3.185 -5.504 0.110
H -0.286 -4.722 -0.897 0.144
C 0.214 -4.680 3.379 -0.017
C -2.505 3.427 0.550 -0.317
C 1.732 2.896 1.620 -0.050
C -4.493 2.366 -3.522 -0.070

---

49
Properties=species:S:1:pos:R:3:nbo_charge:R:1 method="wB97M-V/def2-TZVPD" relative_energy_kcal_mol=0.0 e_tot_ha=-2266.95447 smiles="O=C(O)c1ccc(S(=O)(=O)Nc2ccc(S(=O)(=O)Nc3cccc(B(O)O)c3)cc2)cc1" homo_energy_ha=-0.3106
C -1.120 -3.553 3.214 -0.193
C -0.768 0.812 -2.534 -0.152
N -1.266 4.354 -1.665 -0.808
C 2.430 -0.763 -1.282 0.793
O -2.801 2.930 -3.301 -0.880
C 1.845 1.584 -1.825 -0.149
O 0.935 1.470 3.701 -0.917
H 2.888 1.865 -1.623 0.243
O -1.418 0.438 3.805 -0.880
C 0.914 2.520 -2.291 -0.211
N 0.298 -0.382 1.870 -0.858
H 1.257 3.500 -2.543 0.235
C 0.100 -3.990 1.186 -0.393
H -2.672 2.253 -0.928 0.240
C 0.152 3.144 1.503 -0.152
C -0.621 2.009 1.697 -0.365
C -1.129 3.630 -0.493 0.182
O 2.146 -1.950 -1.401 -0.633
H -1.208 -1.511 3.772 0.250
H 0.963 3.398 2.141 0.256
S -0.244 0.849 2.958 2.200
C -0.187 3.982 0.485 -0.247
O 3.587 -0.338 -0.696 -0.667
C 1.455 0.253 -1.759 -0.176
C 0.164 -0.129 -2.180 -0.154
H 4.128 -1.143 -0.620 0.510
C -1.886 2.458 -0.243 -0.271
H -0.819 -5.501 2.376 0.222
C -1.648 1.660 0.844 -0.108
H -1.699 -3.881 4.054 0.215
C -0.363 2.120 -2.637 -0.288
H -2.276 0.827 1.040 0.236
C -0.015 -1.736 2.035 0.214
O -0.688 4.204 -4.239 -0.877
H 1.417 -3.786 -1.130 0.526
H 1.019 -2.319 0.199 0.208
C 0.427 -2.644 1.061 -0.247
H -0.111 -1.164 -2.148 0.246
H -1.730 0.540 -2.955 0.247
O 0.993 -4.653 -1.017 -0.918
S -1.431 3.479 -3.157 2.205
C -0.626 -4.435 2.272 -0.173
H -0.324 -6.763 -0.673 0.495
H -0.618 5.088 -1.879 0.416
H 0.343 4.888 0.303 0.212
O -0.439 -6.234 0.129 -0.887
B 0.245 -5.026 0.055 1.108
C -0.786 -2.218 3.093 -0.276
H 1.188 -0.138 1.424 0.419

---

Number 1: maximum force 1.16 eV/Å. Number 2: maximum force 2.44 eV/Å. Number 3: maximum force 3.06 eV/Å. Number 4: maximum force 3.20 eV/Å. Number 5: maximum force 4.37 eV/Å. Number 6: maximum force 4.39 eV/Å.